[1]
Computed, not measured: a structure of composition C34H94O17SiTa, with wB97M-V/def2-TZVPD.

DFT total energy = -81006.773 eV
HOMO = -3.58 eV
charge = -1
multiplicity = 1

CARTESIAN COORDINATES (ANGSTROEM)
C: 4.93298 1.35021 1.42046
C: 4.56988 0.28246 1.03218
C: 4.13362 -1.01073 0.52149
C: 2.95816 -0.95173 -0.47210
C: 1.87352 -2.00863 -0.21276
Ta: 0.05577 -1.53736 1.09531
C: -1.44092 -1.29826 -0.63547
C: -2.89883 -1.34512 -0.18740
C: -3.94505 -1.15440 -1.29793
C: -5.26726 -1.85921 -0.97128
C: -6.50859 -1.11048 -1.47107
C: -7.72054 -1.15096 -0.52023
C: -8.26759 0.23967 -0.16755
C: -9.75057 0.43512 -0.45099
O: -10.57661 -0.06215 0.62092
C: -11.33041 0.84672 1.26605
C: -12.74414 0.39906 1.46134
O: -10.91227 1.90922 1.63749
C: 0.29832 0.74402 1.11703
O: 1.52262 1.30585 1.63451
C: 1.78903 2.58551 1.22040
O: 2.29223 3.30773 2.34554
C: 2.38538 4.68349 2.10193
C: 1.16620 5.47261 2.53664
O: 0.21238 5.71438 1.49893
Si: 1.39050 -1.94413 3.41397
C: 0.13134 -2.56533 4.70796
C: 2.25943 -0.46798 4.22993
C: 2.60248 -3.40736 3.21442
H: 5.25312 2.28565 1.80954
H: 4.98593 -1.42321 -0.02068
H: 3.93855 -1.68898 1.35074
H: 2.58588 0.06610 -0.57769
H: 3.42638 -1.19694 -1.42192
H: 2.39414 -2.91468 0.10458
H: 1.42086 -2.26192 -1.17831
H: -1.39472 -1.35561 2.23751
H: -0.27847 -3.36455 1.13834
H: -1.27029 -0.29588 -1.04494
H: -1.23908 -2.01597 -1.43397
H: -3.04163 -0.52315 0.50755
H: -3.10168 -2.26196 0.36306
H: -4.17944 -0.09453 -1.33705
H: -3.55499 -1.45066 -2.27088
H: -5.31965 -1.94240 0.11348
H: -5.25673 -2.88251 -1.34788
H: -6.22603 -0.07025 -1.61971
H: -6.79021 -1.51373 -2.44341
H: -8.51982 -1.73369 -0.97769
H: -7.43461 -1.66889 0.39025
H: -7.73889 1.01038 -0.72757
H: -8.10679 0.46673 0.88376
H: -9.92745 1.49524 -0.60639
H: -9.99215 -0.13992 -1.34237
H: -13.35309 0.85137 0.68258
H: -12.83930 -0.67740 1.38766
H: -13.10275 0.75013 2.42206
H: -0.54023 1.17864 1.67575
H: 0.16720 1.06446 0.07585
H: 0.88329 3.08688 0.85730
H: 2.55905 2.59970 0.43806
H: 3.25607 5.05368 2.64314
H: 2.59264 4.87691 1.04082
H: 0.64787 4.92487 3.31789
H: 1.48504 6.43707 2.93796
H: 0.66722 5.65755 0.65541
H: 0.61786 -2.69715 5.67844
H: -0.69051 -1.86542 4.82241
H: -0.25302 -3.53040 4.38637
H: 2.42668 -0.68747 5.28824
H: 1.65718 0.43230 4.17515
H: 3.23571 -0.28067 3.78571
H: 2.52205 -3.85332 2.22901
H: 2.33423 -4.19845 3.91738
H: 3.64117 -3.14358 3.41443
C: -4.61551 0.56301 3.24630
O: -4.98087 0.45357 1.87858
H: -4.36581 -0.42583 3.62180
H: -3.73873 1.20292 3.38759
H: -5.44170 0.96245 3.84776
H: -5.19482 1.33728 1.56384
C: -10.04955 -0.41125 -4.54361
O: -10.37469 -1.57676 -3.79360
H: -9.09470 -0.58582 -5.03125
H: -10.80873 -0.21755 -5.30695
H: -9.95809 0.46611 -3.89647
H: -11.21821 -1.41934 -3.36209
C: 8.13755 2.58678 -1.38857
O: 6.79724 2.27574 -1.74965
H: 8.79255 2.05879 -2.07977
H: 8.34220 3.65501 -1.45522
H: 8.35625 2.24526 -0.37140
H: 6.20288 2.73462 -1.14936
C: 4.88302 -2.61621 -3.64501
O: 5.29818 -1.60213 -2.74611
H: 3.86307 -2.88346 -3.37735
H: 4.89069 -2.26591 -4.68180
H: 5.51291 -3.50955 -3.56932
H: 6.20099 -1.34394 -2.96650
C: 9.05758 0.21916 -4.28744
O: 7.83178 0.14755 -3.57886
H: 9.44472 -0.79437 -4.36385
H: 8.92112 0.61864 -5.29697
H: 9.79132 0.83574 -3.76003
H: 7.47405 1.03809 -3.49136
C: 3.74122 1.58700 -2.67194
O: 3.91178 2.33347 -1.47627
H: 3.16439 2.20710 -3.35968
H: 4.70595 1.35560 -3.12393
H: 3.20400 0.66152 -2.49570
H: 4.39305 1.78260 -0.82163
C: -4.12746 2.74277 -2.63724
O: -3.07212 1.86764 -2.27754
H: -4.79545 2.17814 -3.28492
H: -4.69396 3.07663 -1.76176
H: -3.76654 3.61872 -3.18719
H: -2.46807 2.33416 -1.69322
C: 0.96982 0.96398 -5.24162
O: 0.96956 -0.14371 -4.35464
H: 1.68647 0.74012 -6.02878
H: -0.01687 1.11353 -5.69138
H: 1.27566 1.88222 -4.73304
H: 0.34795 0.02428 -3.64054
C: 4.87776 -6.26563 2.31754
O: 4.59981 -5.32673 1.28041
H: 4.76213 -5.75449 3.26902
H: 4.17429 -7.10411 2.27718
H: 5.89862 -6.64181 2.22978
H: 4.69652 -5.78550 0.44266
C: 10.83249 5.72155 -0.05519
O: 10.08166 5.33258 -1.19835
H: 11.15460 4.80724 0.43626
H: 11.71757 6.30274 -0.32884
H: 10.22931 6.30167 0.64812
H: 9.78361 6.12764 -1.64752
C: -7.37190 3.81265 0.77034
O: -6.26925 2.91448 0.85999
H: -8.17617 3.27653 0.27281
H: -7.71909 4.12238 1.75814
H: -7.11832 4.69783 0.18104
H: -5.55428 3.39285 1.29261
C: 6.78233 -8.85346 4.83575
O: 7.31093 -7.72869 4.14740
H: 5.70724 -8.84378 4.67540
H: 7.18536 -9.79408 4.44905
H: 6.97494 -8.79942 5.91084
H: 8.26253 -7.71437 4.27517

Mulliken population analysis, charges in e, atoms 1 to 4:
1 C -0.21
2 C -0.44
3 C -0.11
4 C 1.23



[2]
Computed, not measured: a structure of composition C32H33N7O8PSTi, with wB97M-V/def2-TZVPD.

⟨S²⟩ = 3.774
DFT total energy = -103770.081 eV
energy above the lowest of the compared OMol25 structures with the same formula, charge and spin = 2.506 eV
HOMO (alpha / beta) = 0.96 / -1.86 eV
charge = -2
multiplicity = 4

CARTESIAN COORDINATES (ANGSTROEM)
Ti: 0.22795 0.46214 -0.22471
O: 1.48945 0.88758 -1.71206
N: 2.45287 1.73918 -1.44977
C: 3.63404 1.54980 -2.04384
C: 4.68769 2.40313 -1.84570
C: 4.51632 3.50458 -1.00778
C: 3.30427 3.69575 -0.40978
C: 2.23010 2.79628 -0.59762
S: 0.69784 2.96031 0.12473
H: 3.67888 0.67394 -2.67384
H: 5.62747 2.20803 -2.34224
H: 5.33138 4.19576 -0.83162
H: 3.12747 4.54117 0.23959
O: -5.62843 1.76698 0.35296
C: -4.45865 1.51622 0.23074
C: -3.51715 1.14982 1.36267
O: -3.80087 1.10684 2.54112
C: -2.23547 0.89350 0.71275
C: -2.33324 1.10403 -0.69388
O: -1.29271 0.90702 -1.41135
C: -3.68319 1.49883 -1.06546
O: -4.12423 1.75298 -2.17159
O: -1.11750 0.50976 1.18954
C: -0.98637 -2.31561 -4.24425
P: -0.57003 -1.81041 -2.46497
C: -2.16277 -2.41630 -1.77156
C: -2.34340 -3.47963 -0.88711
C: -3.60218 -3.76664 -0.37192
C: -4.69574 -2.97616 -0.70181
C: -4.52721 -1.90147 -1.56581
C: -3.27502 -1.63633 -2.10467
C: 0.68510 -3.14053 -2.22968
C: 2.00180 -2.68444 -2.13417
C: 3.07329 -3.56990 -2.10760
C: 2.84304 -4.93659 -2.14399
C: 1.53788 -5.40436 -2.23038
C: 0.47228 -4.51555 -2.28905
H: -1.32101 -3.35327 -4.32453
H: -0.08323 -2.17953 -4.84572
H: -1.76135 -1.65292 -4.63612
H: -1.49650 -4.07498 -0.57273
H: -3.72602 -4.60180 0.30774
H: -5.66707 -3.18166 -0.26643
H: -5.36322 -1.25294 -1.80783
H: -3.15379 -0.79706 -2.78491
H: 2.16634 -1.61140 -2.08251
H: 4.08536 -3.18861 -2.05104
H: 3.67256 -5.63316 -2.12081
H: 1.35012 -6.47247 -2.26245
H: -0.53558 -4.90429 -2.39609
C: -0.30782 3.18288 3.58529
N: 0.50509 2.35234 4.45392
C: 0.76577 2.81343 5.79500
C: 0.98359 1.62993 6.71871
C: 2.09108 0.76208 6.15385
N: 1.82339 0.42670 4.77637
C: 2.51146 -0.73023 4.23197
C: 1.14655 1.26131 3.89295
O: 1.09806 1.01501 2.70582
H: -1.22722 3.46427 4.10672
H: -0.56622 2.60173 2.70682
H: 0.22269 4.08459 3.26108
H: -0.09756 3.39296 6.12739
H: 1.64377 3.47785 5.82425
H: 0.06006 1.04796 6.76484
H: 1.24412 1.96846 7.72400
H: 2.16212 -0.16918 6.72198
H: 3.05690 1.28290 6.25253
H: 2.17991 -1.64170 4.73851
H: 3.59905 -0.63888 4.33458
H: 2.26496 -0.79458 3.17696
N: 4.80371 -4.03262 1.67537
C: 3.64543 -3.24910 1.44599
N: 2.43227 -3.86860 1.79181
N: 3.79324 -2.01223 0.88491
C: 2.87250 -1.15169 0.71483
N: 2.08061 -0.28981 0.51420
H: 4.62957 -5.00944 1.42509
H: 5.57078 -3.66906 1.12071
H: 2.40412 -4.24303 2.74010
H: 1.61959 -3.30116 1.59274
O: -0.14078 -2.30752 1.05670
C: -0.13630 -1.53023 0.20227

Mulliken population analysis, charges in e, atoms 1 to 4:
1 Ti 0.18
2 O -0.40
3 N 0.36
4 C -0.23



[3]
Computed, not measured: a structure of composition C5H8O3Tb, with wB97M-V/def2-TZVPD.

⟨S²⟩ = 13.039
DFT total energy = -33879.276 eV
energy above the lowest of the compared OMol25 structures with the same formula, charge and spin = 0.088 eV
HOMO (alpha / beta) = -11.82 / -11.56 eV
charge = +1
multiplicity = 7

CARTESIAN COORDINATES (ANGSTROEM)
O: -1.32133 -1.75458 1.90743
C: -0.83612 -2.72735 1.24137
C: -1.71246 -3.59190 0.39397
H: 0.24351 -2.66787 0.99055
H: -1.44388 -3.43508 -0.66196
H: -1.52317 -4.65519 0.62191
H: -2.78131 -3.39320 0.54615
O: -1.17037 0.45850 -0.10480
O: 0.66743 0.94243 1.05432
C: -0.49300 0.79746 -1.38415
C: -1.55287 1.41364 -2.27983
C: -0.51229 0.45798 1.06531
H: -0.20100 -0.17810 -1.80946
H: -1.13809 1.55577 -3.29001
H: -2.44953 0.77294 -2.37226
H: -1.88298 2.40044 -1.92092
Tb: 1.40948 1.96346 -0.60340

Mulliken population analysis, charges in e, atoms 1 to 4:
1 O -0.51
2 C 0.29
3 C -0.91
4 H 0.32



[4]
Computed, not measured: a cluster of 2 separate species, C4H12NO in total, with wB97M-V/def2-TZVPD.

⟨S²⟩ = 0.751
DFT total energy = -7875.518 eV
energy above the lowest of the compared OMol25 structures with the same formula, charge and spin = 2.998 eV
HOMO (alpha / beta) = -2.73 / -11.71 eV
charge = 0
multiplicity = 2

CARTESIAN COORDINATES (ANGSTROEM)
C: 0.71016 -0.77602 -0.26334
N: -0.31471 0.46580 -0.30251
C: -0.76419 0.70586 1.03622
C: 0.65712 0.64258 1.70882
C: 1.16094 -0.71164 1.22876
H: 1.48655 -0.41125 -1.01535
H: 0.20236 -1.67975 -0.69153
H: 0.28513 1.00818 -0.85146
H: -1.03306 0.31981 -0.93990
H: -1.21762 1.69256 1.16331
H: -1.25666 -0.30981 1.25662
H: 0.63320 0.78676 2.86462
H: 1.30994 1.44409 1.26761
H: 2.26814 -0.59965 1.32344
H: 0.85644 -1.56917 1.80073
H: -1.06169 -0.25581 -3.69140
H: -2.46330 -0.37033 -3.01737
O: -1.45876 -0.38221 -2.87728

Mulliken population analysis, charges in e, atoms 1 to 4:
1 C -1.44
2 N -0.40
3 C -0.78
4 C -1.09